No. 1
ORCA calculation (ωB97M-V/def2-TZVPD) on 6 unconnected molecules or ions with the total composition C4H20N2O7 at a distorted geometry.

Each line ends with the Löwdin charge.
CARTESIAN COORDINATES (ANGSTROEM)
1 O 2.4593 0.9222 -0.8736  -0.076
2 O -1.9443 1.9747 1.7025  -0.049
3 O 0.0943 1.6785 -2.1867  -0.093
4 O -0.8470 -0.8080 -2.3650  -0.070
5 O -0.7438 3.8193 -0.9984  -0.024
6 O 0.0987 -3.3098 -1.1015  -0.054
7 O 0.2758 0.6859 1.1029  0.097
8 N -2.4826 -1.7078 0.9449  0.293
9 N -0.1010 -1.5169 1.3734  0.157
10 C 0.6971 -0.4586 1.1201  -0.422
11 C -1.4467 -1.2549 1.9468  -0.099
12 C 2.5878 -0.4305 -0.4496  -0.215
13 C 2.2134 -0.5987 0.9875  -0.069
14 H 2.2601 1.5292 -0.1028  0.123
15 H -1.7728 -1.0127 -2.1869  0.031
16 H 3.6443 -0.7336 -0.5664  0.141
17 H 0.1464 -2.5194 1.3180  0.172
18 H 0.1139 2.5552 -1.7415  0.007
19 H -2.3908 -2.6794 0.7098  0.120
20 H -0.0597 4.1449 -0.4045  0.068
21 H -0.9606 0.1709 -2.3611  0.024
22 H -2.5390 -1.0315 0.1948  0.120
23 H 2.6241 0.1701 1.6358  0.145
24 H -1.7127 2.6244 2.3633  0.058
25 H 2.5450 -1.5255 1.3787  0.117
26 H -1.4147 -2.0000 2.7801  0.162
27 H 0.1986 -2.3742 -0.9742  -0.034
28 H -1.5109 3.7885 -0.4185  0.057
29 H -1.3217 1.8858 0.9833  -0.004
30 H -0.4631 -3.8347 -1.6607  0.052
31 H 1.8845 -1.0479 -1.1670  0.158
32 H 0.6345 1.0376 -1.6667  0.014
33 H -1.5984 -0.1963 1.9704  0.091

## Properties
Multiplicity = 2
<S²> = 0.76
Total charge = +1
Relative energy (zero: lowest compared OMol25 entry of this formula, charge and spin) = 1.703 eV
E_HOMO (alpha / beta) = -13.5 / -13.4 eV
HOMO-LUMO gap (alpha / beta) = 10.25 / 4.56 eV

=====

No. 2
ORCA calculation (ωB97M-V/def2-TZVPD) on 7 unconnected molecules or ions with the total composition C4H20NO9 at a distorted geometry.

Each line ends with the Löwdin charge.
CARTESIAN COORDINATES (ANGSTROEM)
1 O -1.7108 -0.2038 0.0292  -0.014
2 O -4.0077 -1.2639 0.5575  -0.048
3 O -0.0239 -1.6476 3.4732  -0.126
4 O 0.7250 -2.9598 0.2829  -0.074
5 O 2.0031 3.3700 -2.3587  -0.021
6 O -2.9123 1.6036 -2.7248  0.028
7 O -0.6482 1.4744 -1.0218  -0.070
8 O 0.0628 2.5086 1.3223  -0.115
9 O 3.3468 -1.1841 1.7046  -0.083
10 N 1.7120 0.7888 0.3319  0.028
11 C 0.4855 -2.4487 -0.9683  -0.266
12 C 1.1494 -1.0242 -1.0363  -0.096
13 C 0.7153 -0.1684 0.2036  -0.328
14 C -0.7015 0.4586 -0.2936  -0.632
15 H -0.4479 -1.7036 2.5200  0.069
16 H -3.5806 -0.5893 0.1069  -0.050
17 H 1.2116 3.1581 -1.8744  0.010
18 H -0.1486 2.6007 0.3371  0.040
19 H -0.6631 1.8859 1.5977  0.061
20 H -3.7644 -1.1357 1.4567  0.004
21 H 1.8865 3.1470 -3.2390  -0.007
22 H 0.7933 -3.0409 -1.7852  0.093
23 H 0.4806 -0.8428 1.0246  0.096
24 H 2.1816 -1.1989 -0.8346  0.076
25 H -3.4856 2.1149 -2.4631  -0.136
26 H -0.5681 -2.2902 -1.0618  0.098
27 H -0.5708 -2.4863 3.5971  0.060
28 H 1.6384 1.6122 -0.3242  0.100
29 H 1.0585 -2.2581 0.8846  0.053
30 H 0.8172 -0.3586 -1.8915  0.142
31 H -2.3404 1.4928 -1.9361  0.020
32 H 1.9307 1.2108 1.1437  0.029
33 H 3.2795 -0.8453 0.7178  0.075
34 H 3.7368 -0.4770 2.1537  -0.015

## Properties
Total charge = -1
Relative energy (zero: lowest compared OMol25 entry of this formula, charge and spin) = 4.980 eV
E_HOMO = -5.0 eV
HOMO-LUMO gap = 8.08 eV

=====

No. 3
ORCA calculation (ωB97M-V/def2-TZVPD) on 6 unconnected molecules or ions with the total composition C4H21N2O5 at a distorted geometry.

Each line ends with the Löwdin charge.
CARTESIAN COORDINATES (ANGSTROEM)
1 O -3.4703 -1.5269 0.3875  -0.048
2 O -1.5006 -1.5994 -1.7025  -0.036
3 O 1.2539 -1.6240 -3.2235  -0.033
4 O 2.3753 -0.2980 2.7132  -0.053
5 O 0.3591 -1.7580 3.9851  -0.037
6 N -1.3585 -0.4396 1.8523  0.197
7 N -0.4767 0.4347 -0.1331  0.063
8 C 0.2389 2.2757 -1.6465  -0.226
9 C 1.0180 3.4933 -1.2041  -0.103
10 C 0.6896 1.0439 -0.8214  -0.155
11 C -0.3748 0.0436 1.1114  -0.134
12 H 1.1779 0.3356 -1.4910  0.103
13 H -0.9709 -0.7819 2.7249  0.079
14 H -0.2044 -2.5302 3.9431  0.064
15 H 2.0807 3.3028 -1.0902  0.075
16 H -3.0399 -1.7637 -0.4416  0.016
17 H -0.7485 -2.2066 -1.7412  0.071
18 H 0.5416 0.2255 1.6709  0.121
19 H 3.3154 -0.2600 2.5061  0.057
20 H 1.7278 -1.4876 -4.0442  0.053
21 H 0.9608 4.3406 -1.8820  0.078
22 H -1.6668 -1.4321 -2.6390  0.088
23 H 0.2055 -1.1953 4.7490  0.074
24 H 0.7167 3.7659 -0.1982  0.078
25 H 0.4444 2.0494 -2.6875  0.100
26 H 1.3998 1.3084 -0.0387  0.114
27 H -0.9707 -0.1096 -0.8350  0.098
28 H 1.5356 -2.4749 -2.9323  0.030
29 H 2.2572 -1.1811 3.0323  0.006
30 H -2.2478 -0.7784 1.4661  0.081
31 H -4.4182 -1.4655 0.2401  0.070
32 H -0.8502 2.2932 -1.6300  0.109

## Properties
Total charge = +1
Relative energy (zero: lowest compared OMol25 entry of this formula, charge and spin) = 0.469 eV
E_HOMO = -13.4 eV
HOMO-LUMO gap = 10.82 eV

=====

No. 4
ORCA calculation (ωB97M-V/def2-TZVPD) on 5 unconnected molecules or ions with the total composition C4H21N2O5 at a distorted geometry.

Each line ends with the Löwdin charge.
CARTESIAN COORDINATES (ANGSTROEM)
1 O -0.7353 -2.0781 3.1069  -0.044
2 O 0.3409 2.6851 2.9325  -0.063
3 O 3.0996 0.2250 -0.7433  -0.074
4 O 1.6102 0.0558 1.6286  -0.046
5 O -1.8628 0.2777 2.1676  -0.051
6 N -1.5414 0.9286 -0.5133  0.235
7 N -1.9451 -1.6449 -1.9764  0.029
8 C -1.0804 -0.5697 -2.4024  -0.227
9 C 0.8195 0.8330 -1.2631  -0.123
10 C -0.4566 0.0733 -1.1667  -0.299
11 C 2.0485 -0.1152 -1.6604  -0.190
12 H 1.7879 -1.1739 -1.5961  0.126
13 H 3.7559 -0.4758 -0.8259  0.112
14 H -0.2821 -0.7273 -0.4713  0.138
15 H -2.0446 1.2948 -1.3102  0.155
16 H 2.2994 0.1143 2.2954  0.063
17 H -1.1684 1.6046 0.1501  0.156
18 H 2.2866 0.2178 -2.6698  0.119
19 H -2.1430 0.2709 -0.0093  0.136
20 H 1.2847 2.7339 2.7280  0.037
21 H -1.6218 0.1977 -2.9699  0.131
22 H -1.1666 -2.6968 2.5084  0.054
23 H 0.2250 1.7339 2.7816  -0.011
24 H 1.9924 0.3031 0.7819  -0.019
25 H 0.0017 -2.5496 3.5055  0.058
26 H 1.1601 1.3353 -0.3662  0.101
27 H -0.2994 -0.8257 -3.1158  0.126
28 H -1.8887 0.9821 2.8135  0.057
29 H 0.9526 1.6339 -1.9928  0.131
30 H -2.8207 -1.7427 -2.4798  0.090
31 H -1.1392 -0.3608 2.1441  0.005
32 H -1.4690 -2.5401 -2.0115  0.090

## Properties
Total charge = +1
Relative energy (zero: lowest compared OMol25 entry of this formula, charge and spin) = 2.029 eV
E_HOMO = -13.8 eV
HOMO-LUMO gap = 11.15 eV

=====

No. 5
ORCA calculation (ωB97M-V/def2-TZVPD) on 7 unconnected molecules or ions with the total composition C4H21N2O8 at a distorted geometry.

Each line ends with the Löwdin charge.
CARTESIAN COORDINATES (ANGSTROEM)
1 O 0.6929 -3.6069 0.3264  0.029
2 O 1.8437 -1.3294 0.3588  -0.080
3 O 2.6794 -1.3133 2.8527  -0.130
4 O -0.4679 3.6350 0.0064  -0.068
5 O 1.5344 2.5326 -2.2094  -0.065
6 O -2.6945 2.3849 -0.3201  -0.096
7 O 3.4473 -1.3648 -1.7795  -0.116
8 O 1.7928 0.5325 1.5384  -0.021
9 N 0.5837 0.4755 -0.3735  0.019
10 N -1.7885 -0.0508 0.5306  -0.127
11 C 1.4691 -0.1718 0.5640  -0.672
12 C -0.0901 -0.4190 -1.2065  -0.176
13 C -2.9581 -0.5471 1.3419  -0.080
14 C -1.4789 -0.9621 -0.5632  -0.164
15 H 2.9378 -1.5719 -0.8912  0.050
16 H -1.0235 0.1067 1.0221  0.030
17 H 2.9388 -0.3339 2.7706  0.057
18 H -0.5915 3.0984 0.8118  0.045
19 H 1.2602 3.2435 -1.6270  0.007
20 H -1.3174 3.5567 -0.4242  -0.007
21 H 1.4398 1.8199 -1.5765  -0.017
22 H -2.5724 2.1703 0.6845  0.106
23 H -0.3868 0.2185 -2.0351  0.105
24 H 0.2812 1.3264 -0.2459  0.017
25 H 0.5262 -1.3166 -1.4725  0.119
26 H -2.1173 1.8199 -0.7947  -0.003
27 H 2.8311 -0.8788 -2.3081  -0.013
28 H -2.5590 -1.5475 1.4555  0.062
29 H -2.9817 -0.3029 2.4504  0.096
30 H -3.9205 -0.5351 0.9009  0.057
31 H -2.1533 -0.7158 -1.4708  0.135
32 H -1.3212 -1.9164 -0.3053  0.044
33 H 1.2517 -3.0287 0.5881  -0.116
34 H 0.6102 -3.4873 -0.6069  0.026
35 H 2.3023 -1.5209 2.0073  -0.053

## Properties
Total charge = -1
Relative energy (zero: lowest compared OMol25 entry of this formula, charge and spin) = 4.417 eV
E_HOMO = -5.8 eV
HOMO-LUMO gap = 8.56 eV

=====

No. 6
ORCA calculation (ωB97M-V/def2-TZVPD) on 5 unconnected molecules or ions with the total composition C4H21N3O4S at a distorted geometry.

Each line ends with the Löwdin charge.
CARTESIAN COORDINATES (ANGSTROEM)
1 S -0.0964 -1.4422 -1.8777  0.740
2 O -2.2164 -3.3080 0.5777  -0.047
3 O -4.0290 -1.0320 -0.7725  -0.077
4 O -1.9517 -0.3862 2.0842  -0.040
5 O -2.8791 1.2484 -1.1760  -0.083
6 N 2.7574 1.4431 1.4524  -0.096
7 N 2.7100 3.1161 -0.4008  0.009
8 N 0.2263 0.9400 0.3438  0.052
9 C 1.3198 0.0640 -0.0761  -0.451
10 C 2.4616 0.0664 1.0278  -0.173
11 C 0.7222 -1.3417 -0.2532  -0.506
12 C 3.4886 2.4207 0.7088  -0.287
13 H -0.0322 0.6523 1.2830  0.063
14 H -3.0603 2.1894 -1.0179  0.045
15 H 1.8528 0.2674 -1.0134  0.116
16 H 1.4368 -2.1140 0.0063  0.082
17 H -2.0112 1.0572 -0.7991  -0.006
18 H 3.0178 1.3617 2.4217  0.101
19 H 0.5860 1.8881 0.4137  0.056
20 H 3.6293 3.1959 1.4850  0.117
21 H 2.1835 -0.4663 1.9462  0.118
22 H 4.4476 2.2155 0.2350  0.103
23 H -0.0398 -0.1725 -2.2215  -0.152
24 H -3.2821 -1.4108 -1.2252  -0.003
25 H -1.4483 -2.7703 0.7790  -0.021
26 H 2.0214 3.7203 0.0283  0.053
27 H -4.5857 -0.5733 -1.4263  0.051
28 H 2.2742 2.3449 -0.8912  0.028
29 H -2.8340 -0.3470 2.4546  0.052
30 H -1.5918 -1.2356 2.3380  0.025
31 H 3.3787 -0.4601 0.7412  0.112
32 H -2.9259 -2.6637 0.4897  0.012
33 H -0.1193 -1.6153 0.3716  0.010

## Properties
Total charge = 0
E_HOMO = -9.0 eV
SMILES string = NCNC[C@H](N)CS.O.O.O.O
HOMO-LUMO gap = 9.45 eV

=====

Calculated total energy in eV, matching the order above: -21775.153; -24389.781; -17701.400; -17699.840; -23848.849; -27982.966